{"formula": "C8H12", "method": "ωB97M-V with the def2-TZVPD basis set", "elements": ["C", "C", "C", "C", "C", "C", "C", "C", "H", "H", "H", "H", "H", "H", "H", "H", "H", "H", "H", "H"], "positions_angstrom": [[-1.4479, 0.5449, -0.5676], [-0.9089, 1.1067, 0.7823], [0.5793, 1.5039, 0.8857], [1.5460, 0.4503, 0.3418], [1.1952, -1.0945, 0.4249], [0.2093, -1.5522, -0.6248], [-1.2736, -1.0825, -0.4966], [1.2053, -0.3948, -0.9007], [-2.5013, 0.6920, -0.6228], [-0.9204, 0.8511, -1.4726], [-1.0762, 0.3396, 1.5573], [-1.4764, 1.9470, 1.1707], [0.6772, 1.6617, 1.9539], [0.6511, 2.3602, 0.3106], [2.5884, 0.7049, 0.5716], [1.9462, -1.9875, 0.5166], [0.4063, -2.4685, -1.2366], [-1.8221, -1.5291, 0.3972], [-1.6364, -1.6082, -1.4704], [2.0589, -0.4450, -1.5205]], "energy_ha": -311.8759, "gap_ev": 9.89, "lumo_energy_ha": 0.0422, "homo_energy_ev": -8.743, "e_above_lowest_kcal_mol": 69.3, "multiplicity": 1}